[1]
The following is a DFT calculation (the ωB97M-V functional and the def2-TZVPD basis) of C2F24NO4P3S2V as an isolated structure in a non-equilibrium geometry.

Each line ends with the Löwdin spin population.
Element x y z (Å)
V1 -0.4975 -0.7547 -0.5464  2.81
P1 -3.3626 -0.4194 -0.1097  0.00
F1 -2.3232 -1.4725 0.6410  0.01
F2 -2.6373 -0.8563 -1.5043  0.02
F3 -4.4372 -1.5892 -0.2409  0.00
F4 -4.2580 0.6512 -0.8163  0.00
F5 -3.9674 0.0213 1.3211  0.00
F6 -2.1432 0.6788 0.0742  0.01
P2 -0.1472 2.9498 -1.7302  0.00
F7 0.7698 2.4478 -2.9560  0.00
F8 1.0802 3.8635 -1.2012  0.00
F9 -0.6988 4.1877 -2.6326  0.00
F10 -1.0532 3.4326 -0.4818  0.00
F11 -1.3583 2.0118 -2.2442  0.00
F12 0.4226 1.7000 -0.8094  0.02
P3 1.1437 -1.4362 -2.8779  0.00
F13 1.9959 -0.4109 -3.7247  0.00
F14 2.2926 -2.5184 -2.8513  0.00
F15 1.7081 -0.7738 -1.4805  0.02
F16 0.1816 -2.3879 -1.8999  0.02
F17 -0.1160 -0.3526 -2.7454  0.02
F18 0.5003 -2.0524 -4.1801  0.00
C1 -0.6166 1.0168 3.2247  0.00
F19 -0.3507 1.5521 4.4184  0.00
F20 -1.1985 -0.1569 3.4139  0.00
F21 -1.4423 1.8042 2.5825  0.00
S1 0.9708 0.8750 2.2903  0.00
O1 1.1335 2.1447 1.6857  0.00
O2 1.9804 0.4253 3.2080  0.00
N1 0.6122 -0.3338 1.2177  0.02
S2 1.1232 -1.7784 1.7137  0.01
O3 0.9501 -2.1447 3.0793  0.00
O4 0.5256 -2.6669 0.7422  0.03
C2 2.9667 -1.8813 1.4048  0.00
F22 3.6098 -2.0006 2.5673  0.00
F23 3.2232 -2.9675 0.6773  0.00
F24 3.4177 -0.8084 0.7704  0.00

Spin multiplicity ... 4
ΔE to the lowest compared entry with this formula, charge and spin ... 0.000 eV
Total energy ... -152221.1251 eV
Expectation value of S² ... 3.75
Max |F| ... 1.96 eV/Å
Kohn-Sham gap (spin up / spin down) ... 8.43 / 11.04 eV
Net charge ... -2
HOMO (spin up / spin down) ... -3.7 / -6.3 eV


[2]
The following is a DFT calculation (the ωB97M-V functional and the def2-TZVPD basis) of C2F2IrO3S as an isolated structure in a non-equilibrium geometry.

Each line ends with the Löwdin spin population.
Element x y z (Å)
Ir1 0.3100 1.5421 1.1088  3.50
S1 0.4480 0.1052 -1.2583  0.34
O1 -0.4344 1.4138 -0.7322  0.66
C1 1.2377 -0.2807 0.3371  0.27
F1 0.8697 -1.5694 0.7555  0.05
F2 2.6211 -0.4334 0.1580  0.05
O2 -1.7452 0.1241 1.3285  0.10
C2 -2.5039 0.2723 0.4449  0.02
O3 -3.4166 0.2586 -0.2745  0.01

Spin multiplicity ... 6
Total energy ... -27318.4300 eV
Expectation value of S² ... 8.76
Max |F| ... 2.27 eV/Å
Kohn-Sham gap (spin up / spin down) ... 7.05 / 6.68 eV
Net charge ... 0
HOMO (spin up / spin down) ... -7.3 / -9.8 eV


[3]
The following is a DFT calculation (the ωB97M-V functional and the def2-TZVPD basis) of C2F3N as an isolated structure in a non-equilibrium geometry.

Each line ends with the Löwdin spin population.
Element x y z (Å)
C1 0.7724 0.1766 -0.0154  0.20
C2 -0.4480 0.6325 0.0050  0.18
N1 -0.2131 -0.6430 0.5895  0.89
F1 2.0501 0.2538 -0.1531  0.03
F2 -1.4049 1.4796 -0.1446  0.03
F3 -0.7565 -1.8994 -0.2815  0.67

Spin multiplicity ... 3
ΔE to the lowest compared entry with this formula, charge and spin ... 2.841 eV
Total energy ... -11706.8576 eV
Expectation value of S² ... 2.01
Max |F| ... 6.90 eV/Å
Kohn-Sham gap (spin up / spin down) ... 6.95 / 9.28 eV
Net charge ... 0
HOMO (spin up / spin down) ... -6.5 / -11.7 eV